(1)
The following is a quantum chemistry calculation of 2 unconnected molecules or ions with the total composition C4BrF5O, from OMol25.

The geometry in XYZ format:
```
11
Properties=species:S:1:pos:R:3:forces:R:3:nbo_charge:R:1
C -2.4162 0.9400 -1.2449 -2.245 -0.066 -3.174 0.580
C 1.7270 -0.1630 -0.1489 1.556 -0.070 -1.182 0.576
C -1.7805 0.4408 -0.2479 1.467 -1.656 2.558 0.026
C 1.5394 -0.6748 1.0517 -0.627 -0.496 1.056 0.583
O -3.0509 1.1803 -2.2118 1.078 0.101 1.665 -0.389
F 1.9529 1.1307 -0.3515 -0.150 -0.392 0.480 -0.288
F 2.0978 -0.8358 -1.2390 -1.008 -0.178 0.420 -0.292
F -0.8012 1.0955 0.4066 -0.282 0.379 -0.167 -0.311
F 1.6333 0.1402 2.0960 -0.556 -0.431 -0.095 -0.287
F 1.1182 -1.9140 1.3916 0.974 1.459 -0.682 -0.288
Br -2.0200 -1.3399 0.4982 -0.204 1.349 -0.879 0.091
```
Positions in Å, forces in eV/Å.

HOMO level, eV: -9.6
DFT total energy, Eh: -3300.86547
Largest force on an atom, eV/A: 3.89
Energy above the lowest of the compared OMol25 structures with the same formula, charge and spin, kJ/mol: 0.00
LUMO, eV: -1.26
SMILES string: FC(F)=C(F)F.O=C=C(F)Br
2S+1: 1
Gap between HOMO and LUMO, eV: 8.3

***

(2)
The following is a quantum chemistry calculation of a molecular structure, C4Cl2FeLaO4, from OMol25.

The geometry in XYZ format:
```
12
Properties=species:S:1:pos:R:3:forces:R:3:mulliken_charge:R:1
Fe -0.2774 3.4640 -1.6862 -2.023 -5.718 -4.111 0.337
La 0.3241 -2.7029 0.3848 1.344 4.330 -0.693 1.618
Cl -0.5675 1.2654 -1.2888 0.237 2.559 -0.575 0.173
Cl -0.6724 -2.5328 2.6408 -0.085 0.114 -0.241 -0.166
C 1.4119 -4.3797 1.7901 2.808 -4.779 4.991 0.160
C -0.2830 5.1566 -2.7415 1.537 9.113 -2.533 0.664
C 0.1969 4.1403 -0.0907 3.502 7.022 12.237 0.632
O 1.8023 -5.0881 2.6106 -1.640 3.056 -3.641 0.097
O -0.0705 6.2874 -2.9786 -1.531 -7.337 1.255 0.112
O 0.4670 4.7882 0.8623 -1.849 -4.612 -6.540 0.080
O -1.4546 -5.7081 0.2457 3.375 6.007 0.031 0.121
C -0.8769 -4.6904 0.2513 -5.674 -9.755 -0.178 0.171
```
Positions in Å, forces in eV/Å.

HOMO level (alpha / beta), eV: -24.3 / -24.3
DFT total energy, Eh: -2667.15099
Largest force on an atom, eV/A: 14.54
Energy above the lowest of the compared OMol25 structures with the same formula, charge and spin, kJ/mol: 0.00
Expectation value of S²: 8.7767
LUMO (alpha / beta), eV: -16.47 / -20.16
Charge: +4
2S+1: 6
Gap between HOMO and LUMO (alpha / beta), eV: 7.9 / 4.2

***

(3)
The following is a quantum chemistry calculation of 2 unconnected molecules or ions with the total composition C4ClF4I, from OMol25.

The geometry in XYZ format:
```
10
Properties=species:S:1:pos:R:3:forces:R:3:nbo_charge:R:1
C -2.6623 1.7434 0.2649 -3.995 -1.599 -0.481 -0.144
C -3.7636 1.1607 0.1697 3.626 0.985 0.264 -0.308
C 0.7676 -0.8255 -0.0077 -1.008 -0.034 0.471 0.568
C 2.0536 -0.6340 0.0450 0.933 0.319 2.255 0.575
F 0.2354 -1.0022 -1.1924 -0.886 -0.037 -0.235 -0.286
F -0.0936 -0.8395 1.0120 0.701 -0.137 -0.799 -0.285
F 2.7805 -0.5218 -1.0161 0.799 -0.061 -0.822 -0.274
F 2.7546 -0.5005 1.1856 -0.570 -0.022 -0.869 -0.298
Cl -1.4170 2.7885 0.2395 0.372 0.181 0.121 0.151
I -4.9607 -0.4359 -0.0698 0.028 0.407 0.096 0.301
```
Positions in Å, forces in eV/Å.

HOMO level, eV: -9.3
DFT total energy, Eh: -1309.61840
Largest force on an atom, eV/A: 4.33
Energy above the lowest of the compared OMol25 structures with the same formula, charge and spin, kJ/mol: 170.42
LUMO, eV: 0.09
SMILES string: FC(F)=C(F)F.ClC#CI
2S+1: 1
Gap between HOMO and LUMO, eV: 9.4

***

Which formula does entry 2 have?
C4Cl2FeLaO4

***

Number 3 is which compound?
C4ClF4I

***

Please write out number 1 again, unchanged.
The following is a quantum chemistry calculation of 2 unconnected molecules or ions with the total composition C4BrF5O, from OMol25.

The geometry in XYZ format:
```
11
Properties=species:S:1:pos:R:3:forces:R:3:nbo_charge:R:1
C -2.4162 0.9400 -1.2449 -2.245 -0.066 -3.174 0.580
C 1.7270 -0.1630 -0.1489 1.556 -0.070 -1.182 0.576
C -1.7805 0.4408 -0.2479 1.467 -1.656 2.558 0.026
C 1.5394 -0.6748 1.0517 -0.627 -0.496 1.056 0.583
O -3.0509 1.1803 -2.2118 1.078 0.101 1.665 -0.389
F 1.9529 1.1307 -0.3515 -0.150 -0.392 0.480 -0.288
F 2.0978 -0.8358 -1.2390 -1.008 -0.178 0.420 -0.292
F -0.8012 1.0955 0.4066 -0.282 0.379 -0.167 -0.311
F 1.6333 0.1402 2.0960 -0.556 -0.431 -0.095 -0.287
F 1.1182 -1.9140 1.3916 0.974 1.459 -0.682 -0.288
Br -2.0200 -1.3399 0.4982 -0.204 1.349 -0.879 0.091
```
Positions in Å, forces in eV/Å.

HOMO level, eV: -9.6
DFT total energy, Eh: -3300.86547
Largest force on an atom, eV/A: 3.89
Energy above the lowest of the compared OMol25 structures with the same formula, charge and spin, kJ/mol: 0.00
LUMO, eV: -1.26
SMILES string: FC(F)=C(F)F.O=C=C(F)Br
2S+1: 1
Gap between HOMO and LUMO, eV: 8.3

***

The lowest DFT total energy belongs to which entry?
C4BrF5O